Entry 1:
This record from OMol25 describes C4H12BN2O as an isolated structure at a distorted geometry. The level of theory is the ωB97M-V functional and the def2-TZVPD basis.

Geometry (Å):
O 0.760 -1.769 0.902
N -0.061 0.419 0.549
N -1.509 0.984 -2.439
C 1.590 -0.085 2.644
C -1.428 -0.493 -0.492
C -0.715 0.097 -1.737
C 0.391 0.838 -0.832
B 0.781 -0.531 1.407
H 1.097 -0.586 3.457
H -0.357 -0.710 -2.414
H 1.473 1.050 2.777
H -1.258 -1.564 -0.409
H -0.673 1.214 0.817
H -2.337 -0.165 -0.203
H 0.319 1.922 -1.034
H 1.413 0.511 -0.968
H 2.624 -0.517 2.505
H 1.349 -2.399 1.372
H -2.373 0.549 -2.647
H -1.085 1.235 -3.258

Atomic forces in eV per Å
0.5 -0.9 0.2
-4.1 -0.4 -2.3
-1.7 1.1 1.8
0.1 1.3 -1.0
5.4 -0.5 -0.6
2.0 -1.0 2.1
-0.2 -0.8 -1.9
-0.1 0.6 -0.2
0.0 -0.2 0.8
0.4 0.2 0.9
0.8 -1.7 0.1
0.0 0.2 0.6
1.0 -0.9 1.1
-2.8 1.4 1.1
0.0 -0.5 0.6
0.2 -0.1 -0.3
-0.9 1.0 0.5
-0.5 0.5 -0.5
-1.1 -0.2 -0.5
1.1 1.0 -2.6

Summary:
**E_HOMO**: -0.4983 hartree
**Net charge**: +1
**Relative energy (zero: lowest compared OMol25 entry of this formula, charge and spin)**: 0.980 eV
**HOMO-LUMO gap**: 9.362 eV
**E**: -368.96565 Eh


Entry 2:
This record from OMol25 describes one molecule with the formula C10H14NO3P at a distorted geometry. The level of theory is the ωB97M-V functional and the def2-TZVPD basis.

Geometry (Å):
P -1.081 -2.256 0.212
O -2.428 -1.490 -0.216
O -0.955 -3.609 -0.482
O -1.336 -2.443 1.844
N -3.104 2.260 0.043
C -3.038 -0.258 0.120
C 2.104 -0.360 -1.399
C 2.482 1.019 0.572
C 3.779 0.456 0.640
C 4.242 -0.388 -0.362
C 3.410 -0.694 -1.440
C -2.281 1.011 -0.231
C -0.940 0.960 0.515
C 1.572 0.465 -0.367
C 0.126 0.570 -0.447
H -2.110 1.307 -1.214
H 5.260 -0.771 -0.260
H 4.410 0.780 1.428
H -3.193 -0.246 1.264
H -0.350 0.325 -1.398
H -0.970 -3.363 1.927
H -0.676 1.935 0.928
H -3.859 2.326 -0.621
H -3.564 2.376 1.032
H 1.495 -0.835 -2.129
H 2.350 1.872 1.285
H -3.969 -0.166 -0.306
H -1.077 0.325 1.459
H 3.701 -1.108 -2.396

Atomic forces in eV per Å
-0.6 -1.4 -0.6
0.0 -0.3 -0.8
-0.1 2.4 1.2
0.9 -1.1 -1.2
-0.5 -0.3 3.1
1.5 0.4 2.7
-0.3 0.8 1.2
0.8 -0.3 0.6
-1.5 0.3 -1.2
0.6 0.1 0.4
0.9 0.0 -0.3
-0.7 1.6 2.6
0.1 0.6 1.4
-1.0 0.1 -0.2
0.0 -0.9 0.2
0.5 -1.0 -2.2
-0.3 0.1 -0.4
0.6 0.1 0.5
0.2 0.1 -1.6
0.8 -0.2 -0.1
-0.5 0.9 0.5
-0.2 0.4 0.0
-0.1 -0.1 -0.2
1.3 -0.7 -2.4
-0.9 0.2 -0.5
-0.8 -1.1 -0.7
-2.2 -0.6 -1.2
0.6 0.5 -1.2
0.7 -0.6 0.4

Summary:
**E_HOMO (alpha / beta)**: -0.2709 / -0.3229 hartree
**Relative energy (zero: lowest compared OMol25 entry of this formula, charge and spin)**: 0.000 eV
**HOMO-LUMO gap (alpha / beta)**: 5.907 / 8.176 eV
**E**: -1011.20319 Eh


Entry 3:
This record from OMol25 describes C29H49Cl3ErN3O3Si as an isolated structure at a distorted geometry. The level of theory is the ωB97M-V functional and the def2-TZVPD basis.

Geometry (Å):
Er 0.577 1.792 0.661
Cl 0.346 0.915 -1.662
Cl 1.844 3.789 -0.150
Cl -1.878 0.911 0.556
Si -0.349 2.471 -3.316
O -0.455 -1.501 -2.982
O 2.724 0.628 -0.218
O -0.290 3.391 2.012
N -0.337 5.559 2.789
N 2.830 -1.143 -1.686
N -1.305 -1.651 3.240
C 2.132 0.819 5.098
C -2.340 -2.165 -4.457
C 2.442 0.439 2.730
C 2.943 -0.347 -2.910
C -2.737 -2.044 3.019
C 2.830 -0.596 -0.461
C 1.085 0.337 2.543
C -1.182 -0.171 3.527
C 1.239 3.276 -3.875
C -1.397 -1.981 -2.059
C 2.961 -2.589 -1.849
C -0.715 -2.419 4.376
C -1.333 -2.695 -3.437
C -1.852 -3.806 -0.542
C 1.081 5.662 3.112
C 0.448 -3.368 1.000
C 0.102 -2.464 -0.007
C -0.905 4.423 2.362
C -0.387 -4.461 1.254
C 0.256 0.232 3.657
C 2.983 0.732 3.998
C -0.991 -2.743 -0.858
C -1.186 3.849 -2.310
C -1.581 -4.614 0.551
C -1.424 1.662 -4.551
C 0.772 0.556 4.928
C -0.756 -3.976 -3.507
C -1.055 6.831 2.665
C -0.394 -4.697 -4.741
H -1.173 -2.017 5.284
H -2.140 1.011 -4.041
H 0.089 0.616 5.780
H -1.252 -5.070 -5.310
H 2.917 -1.324 0.374
H -1.284 3.653 -1.233
H -1.955 2.406 -5.156
H -0.772 -1.838 2.368
H -0.953 7.396 3.603
H -0.788 1.065 -5.207
H 1.987 -0.341 -3.444
H 3.464 -3.027 -0.970
H -3.285 -1.897 -3.934
H 1.375 -3.224 1.578
H -1.953 -1.271 -4.970
H -0.945 -3.483 4.258
H -3.096 -1.585 2.086
H 3.544 -2.763 -2.760
H 3.259 0.666 -2.661
H 1.695 5.677 2.205
H 0.250 -4.121 -5.410
H -2.193 4.011 -2.715
H -2.111 6.634 2.450
H -0.630 7.433 1.843
H -2.221 -1.260 -1.922
H 0.366 -2.255 4.383
H 1.123 3.647 -4.901
H 3.143 0.383 1.895
H 1.990 -3.090 -1.989
H -2.714 -3.959 -1.206
H -1.645 0.347 2.671
H 4.045 0.930 4.097
H -0.567 -4.499 -2.574
H 2.106 2.612 -3.851
H -2.563 -2.910 -5.237
H -2.298 -5.399 0.808
H -1.772 0.011 4.436
H 0.207 -5.576 -4.491
H -0.164 -5.119 2.095
H -0.615 4.784 -2.436
H 1.184 6.589 3.671
H 0.680 -1.545 -0.167
H -2.012 4.479 2.335
H -3.311 -1.674 3.882
H 3.671 -0.863 -3.536
H 1.469 4.140 -3.236
H 1.388 4.830 3.730
H 2.521 1.085 6.073
H -2.806 -3.140 2.953

Atomic forces in eV per Å
0.3 -0.7 1.0
-1.0 0.8 -3.2
0.3 0.6 -0.2
-0.3 0.3 -0.1
0.7 0.9 2.2
1.1 1.2 0.2
-0.1 -0.8 -0.1
-0.7 1.2 1.2
-0.4 -0.4 -0.3
0.5 0.2 0.8
-0.1 -0.1 0.0
0.0 0.1 -0.3
0.0 0.0 -0.1
1.4 0.7 1.3
-0.3 -0.2 0.1
0.1 0.0 -0.1
-0.1 0.5 -0.5
-1.1 -0.8 -1.6
-0.4 0.5 -0.4
0.3 -0.2 -0.2
-0.1 -0.2 -1.9
-0.2 -0.4 0.1
0.0 -0.1 -0.3
-0.8 0.0 1.4
0.0 0.3 0.0
0.0 0.1 -0.5
0.1 0.3 -0.1
-0.2 0.0 -0.5
0.5 -0.2 -0.5
-0.2 0.1 0.7
0.6 0.8 1.5
-0.4 -0.3 -0.1
-0.1 0.2 0.4
-0.2 -0.2 -0.2
-0.1 -0.4 -0.2
0.1 -0.4 0.0
-0.3 -0.4 -0.2
-0.3 -0.1 1.2
0.0 -0.1 0.2
0.2 -0.3 -0.4
0.2 -0.2 -0.1
0.0 0.0 -0.2
0.2 -0.1 -0.1
-0.1 0.0 -0.4
-0.1 0.1 -0.4
0.0 0.0 -0.3
0.1 0.0 0.2
-0.1 0.0 0.2
-0.2 -0.1 -0.3
-0.2 -0.2 0.0
0.1 0.0 0.1
-0.1 0.2 -0.4
0.5 -0.1 -0.5
-0.5 0.0 -0.2
-0.2 -0.2 0.2
0.1 0.3 0.0
0.2 -0.1 0.4
0.0 -0.1 0.4
-0.1 -0.1 0.0
-0.1 0.0 0.1
0.0 0.1 -0.4
0.1 0.0 0.2
0.2 0.1 0.1
-0.1 -0.3 0.3
0.1 -0.4 0.3
-0.2 0.0 0.1
0.0 -0.1 0.0
-0.3 0.3 0.2
0.1 0.3 0.0
0.4 -0.1 0.5
0.1 -0.3 0.4
0.0 -0.1 0.1
0.1 0.2 -0.1
-0.1 0.0 -0.1
0.0 0.1 0.4
0.4 0.1 0.0
0.2 -0.1 -0.1
-0.1 -0.1 0.0
0.0 0.0 -0.3
-0.2 -0.4 0.1
0.3 0.0 0.0
-0.3 -0.6 0.0
0.4 -0.2 -0.3
0.1 -0.2 -0.3
0.1 0.3 0.0
-0.1 -0.4 0.0
0.0 -0.2 0.1
0.0 0.0 0.0
0.1 0.5 0.0

Summary:
**E_HOMO (alpha / beta)**: -0.1381 / -0.1381 hartree
**HOMO-LUMO gap (alpha / beta)**: 3.970 / 3.972 eV
**E**: -4209.57962 Eh
**Multiplicity**: 4


Entry 4:
This record from OMol25 describes C25H19F5Ge2MnN2OS2 as an isolated structure at a distorted geometry. The level of theory is the ωB97M-V functional and the def2-TZVPD basis.

Geometry (Å):
Ge 1.420 1.343 -1.658
Ge -0.145 -0.191 -0.607
Mn 0.785 -2.039 0.622
S 0.220 -3.671 -0.811
S 3.082 -2.163 -0.023
F 1.760 0.937 2.134
F 1.469 2.815 4.025
F -1.023 -0.192 6.652
F -0.793 -2.063 4.734
F 0.088 2.277 6.317
O 0.549 -1.541 2.418
N 1.723 -5.829 -3.414
N 5.106 -4.026 -2.502
C -0.336 0.088 5.532
C -1.200 0.780 0.772
C -1.706 2.812 2.012
C -0.203 -0.874 4.546
C 0.609 2.961 -2.384
C -2.437 -0.356 -4.214
C -1.455 -0.064 -3.269
C -2.053 0.090 1.641
C 0.918 1.607 4.207
C -2.552 -1.477 -1.687
C 1.747 -5.014 -2.601
C -2.720 0.741 2.672
C -3.481 -1.209 -3.891
C -1.493 -0.613 -1.988
C 2.279 0.370 -3.116
C 0.219 1.338 5.367
C -3.537 -1.770 -2.619
C 1.052 0.635 3.235
C 1.763 -4.005 -1.560
C 2.869 1.951 -0.512
C 0.486 -0.627 3.363
C 4.134 -3.750 -1.953
C -2.543 2.106 2.864
C 2.921 -3.384 -1.235
C -1.044 2.152 0.980
H -1.555 3.875 2.156
H -0.650 0.600 -3.557
H -2.187 -0.980 1.537
H -4.242 -1.444 -4.624
H 1.391 3.477 -2.949
H -3.361 0.177 3.340
H 3.102 0.965 -3.518
H -2.612 -1.942 -0.709
H 2.507 2.553 0.323
H 3.421 1.100 -0.108
H -3.051 2.613 3.676
H -2.379 0.080 -5.204
H 1.588 0.128 -3.925
H -0.376 2.722 0.345
H 2.686 -0.565 -2.723
H 0.271 3.623 -1.585
H 3.545 2.555 -1.123
H -4.342 -2.445 -2.358
H -0.234 2.764 -3.046

Atomic forces in eV per Å
0.3 -0.4 0.0
-1.0 1.1 -0.5
0.8 -0.4 0.7
-0.2 -0.5 -0.5
0.2 0.1 0.1
-0.1 -0.1 0.0
0.0 0.0 0.0
0.0 0.0 -0.1
0.0 0.0 -0.1
0.0 0.0 0.0
0.0 0.3 0.6
0.0 0.0 0.0
0.0 0.0 0.0
-0.1 -0.3 0.0
0.0 0.0 0.2
0.0 -0.1 -0.1
-0.2 0.1 0.5
-0.2 0.3 -0.1
0.0 0.0 0.1
-0.1 -0.1 0.0
0.0 0.1 0.0
0.1 0.0 -0.1
0.0 0.1 -0.1
0.0 0.4 0.4
0.1 0.0 -0.1
0.0 0.0 0.1
-0.1 -0.2 -0.1
0.0 -0.1 -0.2
0.0 0.2 0.1
0.1 0.1 0.0
0.3 0.5 0.0
-0.3 -0.4 -0.4
0.1 0.0 0.2
-0.1 -0.7 -0.8
-0.5 0.2 0.3
0.0 0.0 -0.1
0.7 -0.1 -0.3
0.0 -0.1 0.1
0.0 0.0 0.0
0.0 0.0 0.0
0.0 0.0 0.0
0.0 0.0 0.0
-0.1 0.0 0.0
0.0 0.0 0.0
0.0 0.0 0.0
0.0 0.0 0.0
0.0 0.0 0.0
0.0 0.1 0.0
0.0 0.0 0.0
0.0 0.0 0.0
0.0 0.0 0.0
0.0 0.0 0.0
0.0 0.0 0.0
0.0 0.0 -0.1
0.0 0.0 0.1
0.0 0.0 0.0
0.0 0.0 0.0

Summary:
**E_HOMO (alpha / beta)**: -0.1954 / -0.2016 hartree
**Net charge**: -1
**Relative energy (zero: lowest compared OMol25 entry of this formula, charge and spin)**: 0.101 eV
**HOMO-LUMO gap (alpha / beta)**: 6.359 / 7.888 eV
**E**: -7749.45831 Eh
**Multiplicity**: 5


Entry 5:
This record from OMol25 describes C6H9I2NiO3P as an isolated structure. The level of theory is the ωB97M-V functional and the def2-TZVPD basis.

Geometry (Å):
I 2.163 -1.609 0.111
I -2.588 -1.922 1.649
Ni 1.475 -3.891 1.800
P 0.626 2.020 -1.018
O -1.915 2.125 -0.676
O -1.081 0.841 0.939
O 0.416 1.633 -2.513
C -0.997 1.573 -0.147
C 0.189 -1.238 0.818
C -0.742 -2.194 0.744
C 0.742 3.779 -0.979
C 0.012 0.091 1.477
C -0.586 -3.516 0.050
H -0.059 -3.383 -0.874
H -0.007 -4.248 0.641
H -0.274 -0.093 2.495
H 1.698 4.076 -1.368
H 0.922 0.665 1.512
H 0.991 0.924 -2.828
H -0.025 4.143 -1.651
H 0.573 4.166 0.011
H -1.535 -3.942 -0.192

Atomic forces in eV per Å
-0.3 -0.7 0.4
-0.2 0.0 0.1
0.3 0.5 -0.4
0.2 0.2 0.7
0.8 -0.3 0.1
-0.1 0.2 -0.3
0.2 -0.3 -0.6
-0.9 0.2 0.2
-0.1 -0.3 -0.4
0.1 0.1 0.0
-0.3 -0.1 -0.1
0.0 -0.2 0.1
0.4 0.8 0.1
0.4 0.0 -0.5
-0.2 -0.5 0.1
-0.3 0.1 0.6
0.6 0.2 -0.1
0.3 0.4 -0.2
-0.1 -0.2 -0.4
-0.4 0.2 -0.3
0.0 0.2 0.5
-0.5 -0.5 0.2

Summary:
**E_HOMO (alpha / beta)**: -0.5796 / -0.5796 hartree
**Net charge**: +2
**HOMO-LUMO gap (alpha / beta)**: 7.485 / 5.698 eV
**E**: -2904.04329 Eh
**Multiplicity**: 3


Entry 6:
This record from OMol25 describes one molecule with the formula C4H10N2O at a distorted geometry. The level of theory is the ωB97M-V functional and the def2-TZVPD basis.

Geometry (Å):
O -0.434 1.315 -1.220
N 0.979 -0.090 -2.459
N 0.430 -0.520 -0.139
C 0.116 -0.239 1.320
C -0.326 -1.502 1.931
C 0.216 0.325 -1.269
C -0.837 1.024 1.549
H -0.957 1.269 2.585
H 0.947 -1.415 -0.450
H 1.089 0.034 1.682
H -1.813 0.831 1.081
H -0.346 1.828 1.110
H 0.874 -1.155 -2.545
H -0.440 -1.691 3.073
H 0.487 0.543 -3.115
H -1.365 -1.730 1.795
H 0.123 -2.413 1.552

Atomic forces in eV per Å
-0.8 1.6 -0.6
-2.1 -0.4 1.9
0.2 -0.8 -2.5
0.2 1.5 -1.0
-1.7 -2.4 2.7
2.3 -2.8 1.8
0.1 -2.9 -0.6
0.0 -0.4 0.8
-1.1 2.1 1.6
0.4 0.2 0.7
0.4 0.3 0.2
0.5 1.5 -1.0
0.1 2.4 -0.7
1.3 1.2 -1.4
0.7 -1.4 -0.5
-1.0 0.4 -1.1
0.7 0.1 -0.1

Summary:
**E_HOMO**: -0.3457 hartree
**SMILES string**: CC(C)NC(N)=O
**Relative energy (zero: lowest compared OMol25 entry of this formula, charge and spin)**: 1.607 eV
**HOMO-LUMO gap**: 10.183 eV
**E**: -343.14240 Eh


> The highest E belongs to which entry?

C4H10N2O